[1]
The following is a DFT calculation (ωB97M-V/def2-TZVPD) of a molecular structure, C28H52Cl2HoN3O4Si2 in a non-equilibrium geometry.

XYZ file:
```
92
C28H52Cl2HoN3O4Si2 ωB97M-V/def2-TZVPD
Ho 2.20 1.16 1.84
Cl 1.02 -0.24 0.28
Cl 2.65 3.63 1.27
Si -3.12 -0.02 3.11
Si -0.33 2.40 -2.70
O 1.93 -0.95 2.73
O 3.81 0.32 0.05
O -0.37 0.77 -2.48
O 1.41 1.78 3.83
N 0.71 3.91 4.35
N 0.90 -2.95 2.76
N 3.77 -0.69 -2.07
C -0.11 -4.09 -0.48
C -0.78 -1.62 -1.79
C -0.25 4.98 4.16
C 0.87 -3.33 -1.12
C -1.40 -3.58 -0.42
C 0.88 -1.64 2.52
C -1.73 -2.37 -1.06
C -3.82 -1.55 2.30
C -0.42 -1.85 -4.69
C -1.12 2.95 -4.27
C -0.54 -2.32 -6.10
C 3.83 -1.94 -2.83
C -1.18 -0.41 -2.68
C -4.43 1.31 3.24
C 0.53 -2.11 -1.75
C -2.54 -0.47 4.85
C -0.93 3.18 -1.09
C 0.62 2.77 3.69
C -2.15 -0.15 -5.05
C -0.56 1.12 1.78
C 3.90 0.52 -2.87
C -0.29 -3.75 3.04
C 3.70 -0.70 -0.73
C 2.21 -3.52 2.99
C -1.62 0.59 2.20
C -1.22 -0.91 -4.16
C 1.90 4.21 5.13
C 1.44 3.16 -2.65
H 1.41 3.96 -3.41
H 2.31 2.52 -2.87
H -4.72 1.46 4.29
H -0.12 -4.28 4.00
H -2.17 2.64 -4.22
H 2.50 -4.16 2.15
H 0.13 5.80 3.55
H -2.77 -2.03 -0.95
H -3.06 -2.08 1.73
H -4.65 -1.28 1.64
H 2.91 -2.69 3.09
H -0.06 -1.25 2.10
H -0.45 -4.51 2.26
H 0.37 -2.35 -4.11
H -4.21 -2.21 3.08
H 3.49 -1.69 -0.31
H 1.61 3.65 -1.68
H -2.21 -0.12 -2.44
H 2.18 -4.11 3.90
H -0.50 5.43 5.12
H 3.90 -2.80 -2.14
H -0.58 2.45 -5.08
H -1.89 3.66 -1.34
H 0.03 -3.23 -6.33
H 4.37 1.31 -2.28
H -2.53 -0.73 -5.91
H -0.14 2.74 2.89
H -1.18 -3.12 3.12
H 2.95 0.85 -3.28
H 1.60 4.78 6.01
H -1.57 -2.47 -6.45
H -1.07 4.05 -4.38
H -0.09 -1.56 -6.74
H 4.53 0.29 -3.74
H -1.03 2.51 -0.22
H 2.39 3.27 5.40
H 4.71 -1.91 -3.49
H -4.03 2.26 2.85
H 1.33 -1.54 -2.23
H 1.89 -3.65 -1.08
H 2.60 4.83 4.54
H -1.57 0.69 -5.47
H -2.63 -1.55 5.04
H -3.13 0.07 5.61
H 0.13 -5.05 -0.04
H -0.20 3.96 -0.81
H -3.01 0.27 -4.50
H -1.16 4.63 3.68
H -2.15 -4.14 0.14
H 2.94 -2.06 -3.47
H -1.48 -0.17 4.97
H -5.33 1.05 2.67
```

Summary:
LUMO energy (alpha / beta) ... 0.3 / 0.4 eV
Frontier orbital gap (alpha / beta) ... 7.314 / 7.343 eV
HOMO (alpha / beta) ... -6.966 / -6.985 eV
2S+1 ... 5
ΔE to the lowest compared entry with this formula, charge and spin ... 119.0 kJ/mol
Charge ... 0
E ... -4010.887798 hartree

Atom charges from the Löwdin analysis, given in e for atoms 1 to 6:
1. Ho 1.1173
2. Cl 0.3903
3. Cl -0.1750
4. Si 0.4141
5. Si 0.4086
6. O -0.2573

***

[2]
The following is a DFT calculation (ωB97M-V/def2-TZVPD) of 3 unconnected molecules or ions with the total composition C28H52IN4O3 in a non-equilibrium geometry.

XYZ file:
```
88
C28H52IN4O3 ωB97M-V/def2-TZVPD
I -2.45 -0.43 -9.32
O 0.33 -2.52 0.48
O 1.87 1.24 -6.08
O 1.95 1.83 6.19
N 1.42 -2.19 -0.34
N -2.37 1.31 -3.43
N 1.49 0.74 6.94
N -1.93 0.71 -5.92
C -4.40 0.04 -1.90
C 3.22 -0.56 5.59
C -3.15 1.04 -2.19
C -0.35 0.09 8.50
C -2.74 0.51 -4.62
C -3.97 -0.55 -4.54
C -0.37 -2.12 -2.16
C -0.68 -0.54 5.37
C 1.95 -1.48 -2.67
C -3.51 2.51 -9.21
C -0.18 2.45 7.83
C 0.77 -0.69 4.96
C 2.43 -1.47 0.51
C 0.51 0.02 -1.19
C 1.69 -1.75 7.07
C 2.01 -0.01 0.83
C -4.91 -0.86 -3.21
C 2.71 -2.21 1.86
C 1.59 0.77 -0.41
C 1.76 -0.51 6.14
C 0.89 -1.45 -1.53
C 0.06 1.00 7.30
C 3.81 -1.46 -0.20
C -0.91 0.78 6.10
C -2.79 1.60 -6.80
C 0.55 1.15 -6.78
C -2.41 1.56 -8.40
C -0.58 1.29 -5.57
H -3.20 3.62 -8.98
H -1.77 -0.23 -6.33
H -0.71 2.44 -5.34
H 0.92 -1.67 4.50
H -0.92 -0.78 8.18
H -1.96 0.81 6.45
H 2.99 -3.26 1.69
H -4.24 -1.14 -5.54
H -1.25 -2.09 -1.50
H 1.49 -1.63 -3.66
H -0.41 0.04 -0.60
H 2.52 -0.55 -2.74
H -5.81 -1.61 -3.18
H -2.80 1.67 -1.23
H 2.46 0.97 -1.05
H 1.85 -2.18 2.54
H 1.00 0.05 4.17
H 1.17 -0.01 1.54
H 0.52 -0.25 9.06
H 3.40 0.20 4.81
H -1.21 2.58 8.18
H -4.93 -0.06 -0.83
H 1.20 1.75 -0.11
H 1.72 2.02 -5.44
H 4.60 -1.10 0.48
H 0.29 0.58 -2.12
H 0.67 -2.00 7.39
H -4.61 2.30 -8.84
H 3.54 -1.74 2.40
H 3.95 -0.40 6.39
H -0.98 0.62 9.22
H 2.65 -2.31 -2.55
H -1.35 2.04 -8.64
H -2.80 2.72 -6.42
H 0.52 2.10 -7.49
H 0.48 2.68 8.67
H -3.39 2.35 -10.38
H 3.43 -1.53 5.13
H -1.32 -0.57 4.47
H 0.50 0.13 -7.35
H 3.85 -0.81 -1.07
H 2.05 -2.65 6.55
H 2.32 -1.64 7.96
H -0.81 1.60 5.38
H -0.03 3.22 7.06
H 4.11 -2.47 -0.50
H -1.00 -1.38 5.99
H -3.92 1.23 -6.71
H -0.07 0.77 -4.62
H 2.83 0.52 1.32
H -0.17 -3.17 -2.41
H -0.67 -1.61 -3.08
```

Summary:
LUMO energy (alpha / beta) ... -3.9 / -3.9 eV
Frontier orbital gap (alpha / beta) ... 6.376 / 6.947 eV
HOMO (alpha / beta) ... -10.271 / -10.842 eV
2S+1 ... 3
Charge ... +1
E ... -1839.775664 hartree

Atom charges from the Löwdin analysis, given in e for atoms 1 to 6:
1. I 0.8083
2. O -0.0242
3. O -0.1265
4. O -0.0302
5. N -0.0241
6. N 0.0555

***

[3]
The following is a DFT calculation (ωB97M-V/def2-TZVPD) of a molecular structure, C28H52IrN2O2Si2 in a non-equilibrium geometry.

XYZ file:
```
87
C28H52IrN2O2Si2 ωB97M-V/def2-TZVPD
Ir 0.32 -0.45 1.30
Si 2.37 0.85 0.49
Si -3.03 0.26 0.98
O -0.07 -1.54 -1.69
O 0.78 1.37 -4.80
N 0.02 -0.11 3.21
N 0.05 -1.11 4.09
C -0.77 3.52 3.81
C -3.55 0.43 2.78
C -1.27 -1.15 -2.40
C -1.59 -0.97 0.89
C -1.25 -1.23 -3.92
C 0.88 1.95 -0.04
C 0.75 -2.26 2.10
C -2.65 1.98 0.33
C 2.63 -0.60 -0.68
C 1.47 -4.54 2.19
C 0.40 -2.82 -2.13
C -0.64 1.09 5.20
C -0.30 1.15 3.85
C -0.30 2.38 3.16
C -1.18 3.46 5.15
C 2.68 0.47 -5.96
C -4.48 -0.41 -0.01
C -0.51 -3.99 -1.81
C 2.91 0.32 2.24
C 0.77 -3.45 4.24
C 3.74 2.19 0.29
C 0.36 2.54 -4.12
C -1.10 2.24 5.84
C 1.26 -4.57 3.58
C 1.20 -3.38 1.43
C 0.51 -2.27 3.50
C 2.17 1.06 -4.66
C -1.08 2.83 -4.46
H -1.49 -0.12 -2.07
H -2.11 -1.76 -2.03
H -3.06 1.27 3.27
H -1.40 2.18 6.88
H -3.50 2.33 -0.27
H 0.46 2.42 -3.02
H -1.41 3.75 -3.98
H 1.48 -5.47 4.14
H -3.32 -0.49 3.34
H 0.60 -3.40 5.31
H -1.75 2.03 -4.12
H -5.37 0.22 0.17
H 3.78 2.60 -0.73
H 1.39 -2.95 -1.67
H -1.49 -3.90 -2.29
H -0.04 1.48 0.40
H 2.63 1.23 -6.75
H 1.35 -3.34 0.34
H 0.96 2.96 0.32
H 3.52 3.02 0.98
H -1.54 4.36 5.63
H 1.00 3.40 -4.43
H 0.56 -2.78 -3.23
H -1.25 -2.26 -4.28
H -1.82 -1.82 1.58
H 2.24 -0.39 -1.68
H 2.55 -0.66 2.61
H -2.52 2.67 1.17
H -1.75 2.02 -0.30
H -0.63 -4.12 -0.73
H 2.09 -0.40 -6.28
H 2.75 1.98 -4.40
H 1.85 -5.42 1.68
H -0.56 0.13 5.71
H -0.41 -0.68 -4.35
H 2.68 1.08 3.00
H -1.47 -1.45 -0.10
H 4.00 0.23 2.14
H 2.15 -1.51 -0.31
H 2.27 0.33 -3.84
H -4.64 0.59 2.82
H 0.07 2.41 2.13
H 3.71 0.15 -5.86
H -0.80 4.45 3.24
H 3.71 -0.80 -0.76
H -4.73 -1.44 0.29
H -2.17 -0.76 -4.28
H -4.26 -0.41 -1.08
H 4.73 1.80 0.54
H 0.72 1.93 -1.11
H -0.04 -4.90 -2.20
H -1.19 2.92 -5.54
```

Summary:
LUMO energy (alpha / beta) ... -3.2 / -6.7 eV
Frontier orbital gap (alpha / beta) ... 6.475 / 5.059 eV
HOMO (alpha / beta) ... -9.670 / -11.768 eV
2S+1 ... 5
ΔE to the lowest compared entry with this formula, charge and spin ... 0.0 kJ/mol
Charge ... +1
E ... -2040.953428 hartree

Atom charges from the Löwdin analysis, given in e for atoms 1 to 6:
1. Ir 1.2310
2. Si 0.3769
3. Si 0.4530
4. O -0.2506
5. O -0.1872
6. N -0.1804